# 1
A structure of composition C43H107LiN5O10 at a distorted geometry, computed with wB97M-V/def2-TZVPD.

Geometry (Å):
Li 0.52 0.66 0.22
C 1.04 2.57 2.57
O 0.08 1.87 1.82
H 0.64 3.49 2.97
H 1.52 1.94 3.32
H 1.87 2.87 1.93
C -1.21 -0.13 -2.59
O -0.79 0.27 -1.29
H -1.31 0.64 -3.35
H -0.62 -0.97 -2.94
H -2.20 -0.56 -2.41
C 1.40 3.09 -2.61
C 1.16 4.57 -2.52
N -0.29 4.91 -1.97
C -0.17 4.56 -0.50
C -0.54 6.39 -2.27
C 0.30 7.35 -1.38
C -1.39 4.02 -2.69
C -1.58 4.27 -4.20
O -0.36 4.09 -4.99
C -0.62 4.46 -6.34
H 1.27 2.50 -1.70
H 2.43 3.04 -2.98
H 0.78 2.62 -3.37
H 1.17 5.01 -3.52
H 1.97 5.02 -1.93
H -1.14 4.92 -0.16
H 0.76 4.85 0.00
H -0.35 3.48 -0.43
H -1.60 6.55 -2.08
H -0.45 6.61 -3.33
H 0.02 7.19 -0.34
H 0.01 8.36 -1.67
H 1.37 7.23 -1.57
H -2.35 4.18 -2.20
H -1.09 2.99 -2.49
H -1.84 5.32 -4.19
H -2.25 3.52 -4.61
H -0.99 5.49 -6.34
H -1.31 3.77 -6.81
H 0.35 4.41 -6.84
C 5.64 -2.63 -1.97
C 6.01 -1.12 -2.04
N 5.21 -0.43 -3.22
C 5.60 -1.06 -4.54
C 3.73 -0.61 -2.86
C 2.82 0.11 -3.80
C 5.79 1.07 -3.42
C 5.60 2.01 -2.09
O 4.26 1.87 -1.51
C 3.94 2.55 -0.37
H 6.40 -3.21 -1.44
H 5.61 -3.20 -2.91
H 4.81 -2.79 -1.29
H 7.05 -1.03 -2.35
H 5.85 -0.52 -1.14
H 5.21 -0.56 -5.43
H 5.17 -2.06 -4.63
H 6.67 -1.10 -4.72
H 3.54 -0.20 -1.86
H 3.43 -1.66 -2.84
H 2.82 1.20 -3.72
H 1.79 0.01 -3.46
H 2.84 -0.28 -4.82
H 5.14 1.53 -4.16
H 6.84 1.03 -3.71
H 5.69 3.07 -2.34
H 6.38 1.71 -1.39
H 2.95 2.23 -0.06
H 3.97 3.63 -0.51
H 4.56 2.38 0.50
C 2.42 -0.83 5.21
C 1.29 -1.76 5.86
N 0.11 -2.17 5.03
C -0.64 -0.81 4.68
C 0.52 -2.85 3.72
C 1.22 -4.21 3.84
C -0.74 -3.21 5.85
C -1.74 -2.63 6.92
O -1.12 -1.44 7.47
C -1.74 -0.78 8.52
H 2.08 0.20 5.12
H 2.75 -1.15 4.21
H 3.29 -0.75 5.86
H 0.96 -1.15 6.71
H 1.78 -2.68 6.18
H -0.66 0.00 5.41
H -1.64 -1.18 4.45
H -0.36 -0.51 3.67
H 1.00 -2.10 3.11
H -0.35 -3.16 3.14
H 0.81 -4.89 4.59
H 2.25 -3.96 4.09
H 1.11 -4.62 2.83
H -0.01 -3.87 6.31
H -1.19 -3.80 5.05
H -2.06 -3.37 7.66
H -2.66 -2.25 6.46
H -1.72 -1.53 9.31
H -2.81 -0.61 8.44
H -1.24 0.13 8.86
C -5.68 2.56 2.94
C -5.77 2.13 1.52
N -4.60 1.10 1.10
C -3.33 1.87 1.01
C -4.44 -0.14 2.16
C -5.77 -0.87 2.48
C -4.94 0.48 -0.25
C -5.13 1.45 -1.39
O -6.41 1.99 -1.16
C -6.73 3.04 -2.04
H -6.31 2.02 3.65
H -6.20 3.51 2.98
H -4.69 2.74 3.36
H -5.47 3.05 1.01
H -6.74 1.72 1.25
H -3.13 2.12 2.05
H -3.43 2.77 0.41
H -2.57 1.15 0.68
H -4.23 0.32 3.12
H -3.62 -0.75 1.79
H -6.67 -0.26 2.58
H -5.61 -1.39 3.43
H -5.94 -1.61 1.70
H -5.89 0.01 -0.01
H -4.12 -0.24 -0.26
H -5.20 0.98 -2.37
H -4.48 2.33 -1.32
H -6.92 2.55 -2.99
H -5.89 3.72 -2.17
H -7.61 3.60 -1.71
C -1.38 -2.67 0.34
C -1.17 -4.19 0.07
N -0.67 -4.71 -1.27
C -0.25 -6.16 -1.19
C -1.83 -4.50 -2.33
C -1.61 -5.15 -3.72
C 0.58 -3.84 -1.77
C 1.78 -3.94 -0.80
O 2.52 -5.17 -0.71
C 3.41 -5.28 0.40
H -1.67 -2.58 1.38
H -2.29 -2.38 -0.18
H -0.49 -2.05 0.21
H -2.16 -4.65 0.13
H -0.58 -4.65 0.86
H 0.15 -6.50 -2.14
H -1.13 -6.77 -0.99
H 0.40 -6.46 -0.36
H -1.96 -3.43 -2.46
H -2.76 -4.97 -2.01
H -0.61 -4.96 -4.13
H -2.35 -4.77 -4.42
H -1.77 -6.22 -3.65
H 0.48 -2.77 -1.96
H 0.93 -4.15 -2.76
H 1.56 -3.45 0.16
H 2.53 -3.31 -1.28
H 3.68 -4.39 0.96
H 4.35 -5.68 0.00
H 2.89 -6.01 1.02
O 4.24 -0.38 0.71
C 3.15 -1.06 1.00
O 2.12 -0.49 0.67
O 3.16 -2.05 1.71
H 3.73 0.35 0.34

The calculation puts the molecular weight at 861.30 g mol⁻¹. As for the net charge: +3. For the lowest unoccupied orbital energy, the calculation gives -5.4 eV. Its gap between HOMO and LUMO is 6.872 eV.

Löwdin atomic charge list, values in e, 8 entries: Li 0.564; C -0.343; O -0.502; H 0.052; H 0.039; H 0.025; C -0.336; O -0.498

# 2
A structure of composition C25H14BrCl2N4O4Pd, computed with wB97M-V/def2-TZVPD.

Geometry (Å):
Pd -0.13 -0.10 -0.13
Cl -7.25 -0.34 1.70
C -5.77 -0.03 0.91
C -4.64 -0.59 1.37
C -3.41 -0.37 0.66
N -2.28 -0.93 0.86
C -1.99 -1.80 1.91
O -2.63 -2.75 2.24
C -0.72 -1.36 2.58
C -0.43 -1.81 3.85
C 0.68 -1.30 4.50
C 1.45 -0.35 3.85
C 1.12 0.03 2.56
N 0.05 -0.47 1.93
C -3.39 0.64 -0.45
C -4.64 1.14 -0.95
C -5.77 0.83 -0.29
Cl -7.26 1.46 -0.83
N -2.20 0.95 -0.84
C -1.93 1.79 -1.92
O -2.53 2.80 -2.20
C -0.78 1.27 -2.72
C -0.56 1.75 -3.99
C 0.46 1.19 -4.75
C 1.21 0.16 -4.20
C 0.94 -0.25 -2.90
N -0.03 0.29 -2.17
H -4.65 -1.27 2.21
H -1.09 -2.54 4.31
H 0.94 -1.63 5.50
H 2.32 0.09 4.32
H 1.73 0.72 2.00
H -4.65 1.81 -1.79
H -1.19 2.54 -4.36
H 0.66 1.54 -5.75
H 2.01 -0.31 -4.75
H 1.53 -1.03 -2.44
Br 1.35 -7.02 0.21
C 1.74 -5.17 0.10
C 0.74 -4.30 -0.31
C 1.03 -2.94 -0.38
C 2.30 -2.46 -0.06
C 3.28 -3.36 0.33
C 3.01 -4.72 0.41
C 2.72 -1.01 -0.13
O 3.90 -0.73 -0.08
O 1.82 -0.03 -0.14
H -0.24 -4.67 -0.56
H 0.26 -2.24 -0.67
H 4.27 -2.99 0.55
H 3.77 -5.42 0.72

The calculation puts the molecular weight at 691.64 g mol⁻¹. As for the net charge: +1. For the lowest unoccupied orbital energy, the calculation gives -5.6 eV. The value obtained for the relative energy (zero: lowest compared OMol25 entry of this formula, charge and spin) is 0.754 eV. Its gap between HOMO and LUMO is 5.782 eV.

natural (NBO) atomic charge list, values in e, 8 entries: Pd 0.989; Cl 0.128; C -0.014; C -0.272; C 0.258; N -0.470; C 0.643; O -0.492

# 3
The ion C3H6NO3S with charge -1 at a distorted geometry, computed with wB97M-V/def2-TZVPD.

Geometry (Å):
C 2.45 1.62 0.11
C -0.59 0.23 -0.08
C 0.33 -0.98 0.08
N 1.48 -0.69 0.90
O 2.92 -1.82 -0.85
O 2.34 2.78 -0.25
O 3.34 0.80 -0.30
S 2.90 -1.03 0.39
H 1.75 1.22 0.88
H -0.08 1.03 -0.60
H -1.48 -0.04 -0.65
H -0.90 0.59 0.90
H -0.23 -1.80 0.56
H 0.65 -1.33 -0.91

The calculation puts the molecular weight at 136.15 g mol⁻¹. As for the net charge: -1. For the lowest unoccupied orbital energy, the calculation gives 3.7 eV. The value obtained for the relative energy (zero: lowest compared OMol25 entry of this formula, charge and spin) is 2.173 eV. Its gap between HOMO and LUMO is 8.107 eV.

natural (NBO) atomic charge list, values in e, 8 entries: C 0.600; C -0.615; C -0.244; N -0.934; O -0.989; O -0.708; O -0.730; S 1.552

# 4
The molecule H2O2 at a distorted geometry, computed with wB97M-V/def2-TZVPD.

Geometry (Å):
H -0.91 0.35 0.43
H 0.85 0.55 -0.38
O -0.64 -0.44 -0.09
O 0.70 -0.46 0.04

The calculation puts the molecular weight at 34.01 g mol⁻¹. Its structure (SMILES) is OO. For the lowest unoccupied orbital energy, the calculation gives 0.6 eV. The value obtained for the relative energy (zero: lowest compared OMol25 entry of this formula, charge and spin) is 0.686 eV. Its gap between HOMO and LUMO is 10.806 eV.

Partial charges, natural (NBO), in e: H 0.435; H 0.432; O -0.449; O -0.418

# 5
The molecule C3H3ClO2 at a distorted geometry, computed with wB97M-V/def2-TZVPD.

Geometry (Å):
C 0.71 -0.69 -0.98
C -0.42 -0.01 -0.45
C -0.51 0.36 0.99
O 0.84 -1.52 -1.79
O -1.13 0.23 -1.40
Cl 2.10 0.37 -0.36
H -1.62 0.74 1.12
H 0.22 1.11 1.29
H -0.18 -0.60 1.58

The calculation puts the molecular weight at 106.51 g mol⁻¹. Its structure (SMILES) is CC(=O)C(=O)Cl. For the lowest unoccupied orbital energy, the calculation gives -0.4 eV. The value obtained for the relative energy (zero: lowest compared OMol25 entry of this formula, charge and spin) is 0.923 eV. Its gap between HOMO and LUMO is 10.165 eV.

natural (NBO) atomic charge list, values in e, 8 entries: C 0.537; C 0.441; C -0.722; O -0.414; O -0.448; Cl -0.172; H 0.256; H 0.273

# 6
A cluster of 19 separate species, H37O19 in total at a distorted geometry, computed with wB97M-V/def2-TZVPD.

Geometry (Å):
O 3.36 -1.62 1.95
H -2.74 1.77 -1.31
H -0.44 -1.43 0.04
O 2.06 -2.90 -2.09
H 2.82 1.53 -2.37
H 1.99 -1.82 -2.40
O -0.77 -0.90 0.69
H -3.16 -1.31 3.32
H -1.18 -1.62 -2.21
O 4.74 0.53 1.97
H 4.51 -0.03 1.24
H 3.80 0.65 2.26
O 0.68 -2.29 3.46
H -1.47 0.72 0.60
H 1.19 -1.74 3.98
O 1.98 0.54 2.83
H -1.49 3.36 -1.77
H 1.55 -0.09 2.39
O -1.59 -1.72 -3.13
H 1.67 0.68 0.04
H -2.14 -1.01 -2.81
O 2.04 -0.04 0.27
H -1.29 1.71 -3.69
O -2.39 2.62 2.27
H -0.62 4.09 -0.75
H -2.30 3.33 1.65
O -3.22 -2.18 3.15
H 1.50 0.81 -2.17
H -2.29 -2.45 3.25
O 1.45 -0.54 -2.74
H 0.90 -0.53 -3.47
H 0.39 -1.74 -1.66
O 2.05 1.67 -1.81
H 1.57 1.31 2.48
H 1.90 3.36 1.21
O -1.32 3.55 -0.93
H 1.62 2.27 0.34
H 2.11 -0.48 -0.56
O -0.66 1.62 -4.46
H -1.05 -1.45 1.46
H -2.56 1.96 1.63
O -3.90 -1.42 0.71
H -3.20 -1.97 0.19
H -4.33 -1.86 1.41
O 1.11 3.06 0.76
H 1.22 -2.46 2.74
H 2.61 -1.84 1.48
O -2.50 0.95 0.51
H 0.12 1.38 -4.16
H -3.01 0.27 0.64
O -3.05 1.66 -2.15
H -3.79 1.09 -2.39
H 2.62 -3.23 -2.89
O -0.12 -2.46 -1.13
H 3.25 -0.99 2.78
H -0.07 -3.25 -1.66

The calculation puts the molecular weight at 341.28 g mol⁻¹. As for the net charge: -1. For the lowest unoccupied orbital energy, the calculation gives 2.3 eV. The value obtained for the relative energy (zero: lowest compared OMol25 entry of this formula, charge and spin) is 7.529 eV. Its gap between HOMO and LUMO is 9.250 eV.

natural (NBO) atomic charge list, values in e, 8 entries: O -0.974; H 0.514; H 0.492; O -1.071; H 0.462; H 0.499; O -0.974; H 0.467

# 7
A structure of composition C30H41N9O2SeTl, computed with wB97M-V/def2-TZVPD.

Geometry (Å):
Tl 2.43 1.52 -1.15
C -4.09 -0.01 1.64
C -4.19 1.40 1.06
C -4.40 2.40 2.20
C -5.42 1.45 0.15
C -2.91 1.73 0.31
C -1.69 1.71 0.98
C -0.51 1.99 0.31
Se 1.14 1.91 1.28
C 1.28 0.04 1.65
C 0.51 -0.49 2.69
C 0.54 -1.83 2.98
C 1.38 -2.63 2.19
C 2.18 -2.15 1.17
C 2.15 -0.75 0.89
O 2.93 -0.28 -0.06
C 3.07 -3.08 0.34
C 4.55 -2.71 0.53
C 2.68 -3.00 -1.15
C 2.91 -4.54 0.76
C -0.29 -2.48 4.09
C -1.28 -3.46 3.46
C 0.63 -3.23 5.06
C -1.08 -1.44 4.89
C -0.47 2.32 -1.06
O 0.66 2.60 -1.68
C -1.70 2.33 -1.76
C -2.86 2.05 -1.04
C -1.86 2.61 -3.26
C -0.57 2.88 -4.04
C -2.52 1.39 -3.93
C -2.77 3.84 -3.44
H -5.00 -0.27 2.19
H -3.25 -0.09 2.34
H -3.94 -0.75 0.86
H -5.31 2.17 2.76
H -4.49 3.42 1.81
H -3.57 2.39 2.90
H -6.31 1.19 0.72
H -5.34 0.75 -0.68
H -5.57 2.45 -0.27
H -1.66 1.48 2.04
H -0.11 0.18 3.27
H 1.41 -3.69 2.40
H 4.75 -1.69 0.22
H 5.17 -3.38 -0.07
H 4.84 -2.83 1.57
H 2.83 -2.00 -1.55
H 1.64 -3.27 -1.29
H 3.30 -3.70 -1.72
H 3.20 -4.70 1.81
H 3.56 -5.16 0.14
H 1.89 -4.90 0.63
H -0.77 -4.24 2.89
H -1.96 -2.95 2.78
H -1.88 -3.95 4.24
H 1.19 -4.01 4.55
H 0.03 -3.70 5.85
H 1.34 -2.55 5.53
H -1.79 -0.90 4.26
H -0.42 -0.72 5.37
H -1.66 -1.94 5.67
H -3.80 2.08 -1.59
H 0.12 2.04 -4.01
H -0.04 3.76 -3.67
H -0.85 3.06 -5.08
H -1.89 0.51 -3.83
H -2.66 1.58 -4.99
H -3.50 1.16 -3.50
H -2.32 4.72 -2.99
H -3.76 3.69 -2.99
H -2.92 4.04 -4.51
N 4.67 1.46 -3.91
C 4.94 2.35 -2.91
N 5.99 3.16 -2.93
N 5.91 3.85 -1.77
N 4.89 3.49 -1.08
N 4.24 2.52 -1.78
C 3.54 0.69 -4.07
N 3.28 -0.01 -5.16
N 2.10 -0.61 -4.89
N 1.67 -0.30 -3.72
N 2.58 0.54 -3.15
H 5.29 1.50 -4.71

The calculation puts the molecular weight at 843.06 g mol⁻¹. As for the net charge: -1. For the lowest unoccupied orbital energy, the calculation gives 2.1 eV. The value obtained for the relative energy (zero: lowest compared OMol25 entry of this formula, charge and spin) is 0.299 eV. Its gap between HOMO and LUMO is 7.757 eV.

Löwdin atomic charge list, values in e, 8 entries: Tl 0.993; C -0.047; C -0.558; C -0.050; C -0.070; C -0.173; C -0.072; C -0.394

# 8
A structure of composition C9H16BF3IrN5O6P2, computed with wB97M-V/def2-TZVPD.

Geometry (Å):
Ir 0.28 -0.46 -0.18
N 0.08 2.95 3.23
C 0.70 1.72 2.61
C 2.08 1.49 3.23
P -0.38 0.27 2.97
O -1.79 1.04 2.69
O -0.24 -0.10 4.38
O -0.14 -0.74 1.87
P 0.94 2.13 0.84
O -0.54 1.89 0.17
O 1.32 3.56 0.79
O 1.77 1.00 0.28
H 0.27 2.98 4.23
H -0.93 2.92 3.09
H 0.48 3.76 2.75
H 1.97 1.30 4.30
H 2.73 2.35 3.06
H 2.53 0.62 2.77
H -2.51 0.47 2.40
H -0.70 2.50 -0.56
B -0.75 -2.02 -3.07
N -1.68 -2.00 -1.82
C -2.84 -2.67 -1.74
C -3.23 -2.75 -0.42
C -2.23 -2.09 0.28
N -1.31 -1.64 -0.58
N 0.06 -0.68 -3.16
C 0.49 -0.14 -4.30
C 1.33 0.92 -4.01
C 1.35 0.98 -2.62
N 0.58 0.01 -2.13
H -1.46 -2.07 -4.04
H 0.02 -2.94 -2.99
H -3.28 -3.07 -2.64
H -4.11 -3.23 -0.02
H -2.10 -1.92 1.33
H 0.18 -0.56 -5.24
H 1.85 1.56 -4.70
H 1.89 1.63 -1.97
F 2.29 -2.01 0.88
C 1.57 -1.96 -0.27
F 1.02 -3.18 -0.42
F 2.47 -1.82 -1.26

The calculation puts the molecular weight at 612.23 g mol⁻¹. For the lowest unoccupied orbital energy, the calculation gives -0.2 eV. The value obtained for the relative energy (zero: lowest compared OMol25 entry of this formula, charge and spin) is 0.493 eV. Its gap between HOMO and LUMO is 8.734 eV.

natural (NBO) atomic charge list, values in e, 8 entries: Ir 1.005; N -0.696; C -0.658; C -0.648; P 2.400; O -1.041; O -1.092; O -1.109